<1>
This record from OMol25 describes the molecule CH4NO3P. The level of theory is the ωB97M-V functional and the def2-TZVPD basis.

Geometry as ORCA input:
```
! wB97M-V def2-TZVPD RIJCOSX def2/J DEFGRID3
* xyz 0 1
O 0.060 1.363 -0.048
C -0.538 0.765 0.807
N -0.613 -0.564 0.645
P 0.457 -1.196 -0.667
O 1.650 -0.450 -0.058
O -0.154 -0.494 -2.013
H -0.857 1.153 1.738
H -1.093 -1.324 1.186
H 1.735 0.425 0.313
H -0.647 0.321 -1.903
*
```

The value obtained for the HOMO-LUMO gap is 10.5 eV. As for the SMILES: O=CNP(O)O.

Want to see where the charge sits? The Löwdin charges in e are: O -0.040; C -0.424; N -0.095; P 0.774; O -0.278; O -0.278; H 0.118; H 0.115; H 0.065; H 0.042

---

<2>
This record from OMol25 describes the molecule CH4NO3P. The level of theory is the ωB97M-V functional and the def2-TZVPD basis.

Geometry as ORCA input:
```
! wB97M-V def2-TZVPD RIJCOSX def2/J DEFGRID3
* xyz 0 1
O 0.867 -1.378 1.331
N 0.583 -0.207 0.974
C -0.804 0.240 0.851
P -0.631 0.748 -1.000
O -0.270 -1.280 -1.465
O 0.839 1.347 -1.028
H -1.613 -0.498 0.988
H -0.990 1.252 1.235
H 0.692 -1.371 -1.683
H 1.327 1.148 -0.203
*
```

The value obtained for the HOMO-LUMO gap (alpha / beta) is 8.8 / 8.8 eV. As for the SMILES: O=NCP(O)O.

Want to see where the charge sits? The Löwdin charges in e are: O -0.002; N -0.171; C -0.318; P 0.999; O -0.395; O -0.340; H 0.097; H 0.078; H 0.002; H 0.051

---

Calculated relative energies: <1> 0.0000; <2> 0.1533, given in hartree

---

<1>
This record from OMol25 describes a structure of composition C25H30FeIN4S. The level of theory is the ωB97M-V functional and the def2-TZVPD basis.

Geometry as ORCA input:
```
! wB97M-V def2-TZVPD RIJCOSX def2/J DEFGRID3
* xyz 0 2
Fe 0.054 -0.281 -0.090
S -2.387 -0.025 0.030
C -2.016 -0.518 1.639
C -2.879 -0.620 2.736
C -2.345 -0.987 3.953
C -0.976 -1.233 4.077
C -0.185 -1.115 2.954
N -0.703 -0.776 1.770
H -3.932 -0.410 2.615
H -2.991 -1.078 4.817
H -0.538 -1.519 5.022
H 0.882 -1.296 2.966
C 0.712 6.986 0.618
C -0.154 6.168 1.577
C 0.332 6.416 3.011
C -1.611 6.636 1.440
C -0.083 4.675 1.282
C -0.806 3.768 2.056
C -0.750 2.421 1.770
N -0.006 1.918 0.786
C 0.699 2.765 0.049
C 0.681 4.142 0.255
C 1.525 2.124 -0.995
C 2.504 2.818 -1.686
C 3.360 2.171 -2.569
C 3.189 0.801 -2.691
C 2.190 0.167 -1.979
N 1.337 0.806 -1.171
C 4.431 2.956 -3.313
C 3.752 4.033 -4.171
C 5.365 3.622 -2.293
C 5.266 2.058 -4.226
H 0.629 8.044 0.871
H 0.388 6.867 -0.418
H 1.766 6.710 0.690
H 0.286 7.483 3.237
H 1.364 6.084 3.137
H -0.284 5.891 3.742
H -1.677 7.704 1.654
H -2.269 6.112 2.133
H -1.981 6.465 0.428
H -1.426 4.102 2.877
H -1.328 1.716 2.356
H 1.253 4.788 -0.390
H 2.622 3.874 -1.502
H 3.829 0.200 -3.318
H 2.084 -0.905 -2.038
H 3.174 4.731 -3.563
H 3.077 3.582 -4.901
H 4.507 4.605 -4.712
H 4.828 4.318 -1.648
H 6.143 4.181 -2.815
H 5.845 2.875 -1.660
H 4.651 1.573 -4.986
H 5.794 1.288 -3.661
H 6.014 2.663 -4.739
N 2.773 -1.316 1.006
C 1.758 -0.939 0.600
I -0.272 -3.142 -1.087
C -0.460 -1.139 -1.774
H -1.494 -1.067 -2.077
H 0.212 -1.021 -2.618
*
```

The value obtained for the HOMO-LUMO gap (alpha / beta) is 7.3 / 7.3 eV.

Want to see where the charge sits? The Löwdin charges in e are: Fe 0.181; S 0.705; C -0.758; C -0.090; C -0.071; C -0.064; C -0.108; N -0.074; H 0.106; H 0.107; H 0.101; H 0.098; C -0.065; C -0.559; C -0.041; C -0.040; C -0.146; C 0.012; C -0.088; N 0.093; C -0.173; C 0.058; C -0.144; C 0.052; C -0.142; C 0.033; C -0.105; N 0.009; C -0.557; C -0.039; C -0.038; C -0.063; H 0.088; H 0.089; H 0.088; H 0.088; H 0.094; H 0.079; H 0.088; H 0.080; H 0.094; H 0.116; H 0.103; H 0.095; H 0.105; H 0.113; H 0.103; H 0.079; H 0.093; H 0.088; H 0.079; H 0.088; H 0.096; H 0.090; H 0.090; H 0.088; N 0.021; C -0.368; I 0.795; C -0.748; H -0.073; H -0.031

---

<2>
This record from OMol25 describes a structure of composition C25H30FeIN4S. The level of theory is the ωB97M-V functional and the def2-TZVPD basis.

Geometry as ORCA input:
```
! wB97M-V def2-TZVPD RIJCOSX def2/J DEFGRID3
* xyz 0 2
Fe 1.194 1.168 -2.524
S 1.260 3.299 -3.700
C -0.320 3.344 -2.994
C -1.009 4.541 -2.718
C -2.217 4.487 -2.063
C -2.735 3.247 -1.686
C -2.015 2.119 -2.013
N -0.844 2.146 -2.660
H -0.560 5.478 -3.016
H -2.756 5.399 -1.833
H -3.677 3.167 -1.160
H -2.385 1.130 -1.759
C -0.145 -4.881 1.004
C 1.267 -4.466 0.564
C 2.173 -4.294 1.792
C 1.856 -5.578 -0.306
C 1.164 -3.144 -0.189
C 1.390 -3.040 -1.551
C 1.301 -1.786 -2.147
N 0.978 -0.689 -1.499
C 0.735 -0.772 -0.187
C 0.825 -1.968 0.494
C 0.422 0.536 0.419
C -0.280 0.687 1.607
C -0.582 1.952 2.093
C -0.107 3.030 1.348
C 0.567 2.796 0.165
N 0.817 1.576 -0.310
C -1.471 2.178 3.308
C -1.609 0.920 4.167
C -0.911 3.309 4.183
C -2.861 2.578 2.784
H -0.109 -5.824 1.552
H -0.789 -5.012 0.132
H -0.598 -4.124 1.647
H 2.285 -5.252 2.302
H 1.767 -3.579 2.508
H 3.163 -3.948 1.489
H 1.936 -6.492 0.283
H 2.855 -5.315 -0.660
H 1.222 -5.793 -1.169
H 1.659 -3.895 -2.155
H 1.851 -2.339 -4.073
H 0.662 -1.984 1.562
H -0.620 -0.204 2.117
H -0.277 4.051 1.660
H 0.914 3.621 -0.448
H -0.633 0.570 4.514
H -2.101 0.111 3.624
H -2.218 1.144 5.043
H 0.142 3.137 4.413
H -1.461 3.354 5.124
H -1.006 4.281 3.699
H -3.310 1.757 2.222
H -2.793 3.442 2.120
H -3.518 2.831 3.618
N 1.579 -1.554 -3.482
C 1.559 -0.323 -3.962
I 2.695 -1.858 -6.514
C 1.913 -0.107 -5.360
H 1.058 0.205 -5.954
H 2.703 0.630 -5.464
*
```

The value obtained for the HOMO-LUMO gap (alpha / beta) is 6.1 / 6.4 eV.

Want to see where the charge sits? The Löwdin charges in e are: Fe 0.282; S 0.568; C -0.808; C -0.115; C -0.088; C -0.096; C -0.157; N -0.021; H 0.097; H 0.102; H 0.093; H 0.108; C -0.039; C -0.559; C -0.044; C -0.065; C -0.150; C 0.069; C -0.276; N 0.104; C -0.172; C 0.041; C -0.190; C 0.054; C -0.153; C 0.008; C -0.091; N 0.080; C -0.557; C -0.062; C -0.049; C -0.036; H 0.088; H 0.092; H 0.082; H 0.087; H 0.075; H 0.095; H 0.087; H 0.093; H 0.084; H 0.114; H 0.041; H 0.111; H 0.106; H 0.116; H 0.115; H 0.094; H 0.080; H 0.086; H 0.094; H 0.085; H 0.077; H 0.090; H 0.083; H 0.089; N 0.025; C -0.256; I 0.653; C -0.549; H 0.048; H 0.037

---

Calculated relative energies: <1> 0.0000; <2> 0.0143, given in hartree

---

<1>
This record from OMol25 describes the molecule C3H7NS. The level of theory is the ωB97M-V functional and the def2-TZVPD basis.

Geometry as ORCA input:
```
! wB97M-V def2-TZVPD RIJCOSX def2/J DEFGRID3
* xyz 0 1
N 0.950 -1.441 -0.239
C 0.643 -0.084 0.335
C 0.404 1.111 -0.496
C -0.604 0.548 0.422
S -1.915 -0.511 -0.036
H 1.162 -2.098 0.638
H -0.018 -1.998 -0.782
H 1.444 -0.138 1.072
H 1.136 1.922 -0.205
H 0.204 0.923 -1.483
H -0.839 1.131 1.415
H -2.566 0.633 -0.642
*
```

The value obtained for the HOMO-LUMO gap is 9.9 eV. As for the SMILES: N[C@H]1C[C@H]1S.

Want to see where the charge sits? The Löwdin charges in e are: N -0.059; C -0.502; C -0.102; C -0.737; S 0.749; H 0.096; H 0.123; H 0.134; H 0.136; H 0.073; H 0.138; H -0.049

---

<2>
This record from OMol25 describes the molecule C3H7NS. The level of theory is the ωB97M-V functional and the def2-TZVPD basis.

Geometry as ORCA input:
```
! wB97M-V def2-TZVPD RIJCOSX def2/J DEFGRID3
* xyz 0 1
C -1.216 1.008 0.091
N 0.216 0.957 -0.027
C 0.972 -0.143 0.068
C 0.432 -1.552 -0.018
S 2.652 0.094 0.275
H -1.611 1.944 -0.229
H -1.594 0.294 -0.650
H -1.658 0.966 1.009
H 0.714 1.822 -0.240
H -0.559 -1.482 0.337
H 0.632 -1.758 -1.146
H 1.019 -2.151 0.532
*
```

The value obtained for the HOMO-LUMO gap is 8.7 eV. As for the SMILES: CNC(C)=S.

Want to see where the charge sits? The Löwdin charges in e are: C -0.078; N -0.084; C -0.845; C -0.084; S 0.529; H 0.079; H 0.099; H 0.057; H 0.122; H 0.051; H 0.139; H 0.016

---

<3>
This record from OMol25 describes the molecule C3H7NS. The level of theory is the ωB97M-V functional and the def2-TZVPD basis.

Geometry as ORCA input:
```
! wB97M-V def2-TZVPD RIJCOSX def2/J DEFGRID3
* xyz 0 1
C 0.224 -1.085 -0.058
C 0.020 0.132 0.723
C -1.361 0.537 0.839
N 1.004 0.992 1.092
S 1.162 2.560 1.710
H 1.147 -1.514 0.195
H 0.230 -0.967 -1.080
H -0.475 -1.825 0.175
H -1.756 0.943 1.772
H -1.938 -0.325 0.430
H -1.418 1.368 0.158
H 1.949 0.760 0.924
*
```

The value obtained for the HOMO-LUMO gap is 8.0 eV. As for the SMILES: CC(C)=[NH+][S-].

Want to see where the charge sits? The Löwdin charges in e are: C -0.031; C -0.372; C -0.057; N -0.473; S 0.397; H 0.077; H 0.077; H 0.073; H 0.093; H 0.096; H 0.089; H 0.032

---

Calculated relative energies: <1> 0.0821; <2> 0.0000; <3> 0.0273, given in hartree